Entry 1:
C11H16N4O4 | the ωB97M-V functional and the def2-TZVPD basis

Output
- HOMO level: -7.82 eV
- LUMO: 0.671 eV
- Maximum force: 0.0164 hartree/bohr
- Energy above the lowest of the compared OMol25 structures with the same formula, charge and spin: 0.0 kJ/mol
- Frontier orbital gap: 8.5 eV

```
! wB97M-V def2-TZVPD RIJCOSX def2/J DEFGRID3
* xyz 0 1
O 3.478 1.044 0.601
C 3.901 -0.269 0.839
H 4.895 -0.365 0.394
C 2.948 -1.294 0.212
H 3.299 -2.312 0.439
O 1.653 -1.106 0.764
C 0.648 -1.255 -0.222
N -0.135 -0.049 -0.307
C 0.257 1.211 -0.633
N -0.723 2.070 -0.562
C -1.817 1.354 -0.180
C -1.475 0.033 0.010
N -2.188 -1.087 0.322
C -3.380 -1.053 0.777
N -4.156 -0.016 1.173
H -5.107 -0.235 1.421
C -3.752 1.357 1.349
H -4.626 1.946 1.629
H -3.007 1.441 2.148
C -3.145 1.978 0.061
O -3.042 3.370 0.209
H -2.141 3.609 -0.054
H -3.834 1.756 -0.774
H -3.864 -2.019 0.874
H 1.257 1.467 -0.917
C 1.352 -1.598 -1.540
H 1.358 -2.675 -1.707
H 0.880 -1.109 -2.388
C 2.795 -1.146 -1.316
O 3.673 -1.964 -2.043
H 4.569 -1.622 -1.962
H 2.927 -0.090 -1.593
H -0.061 -2.031 0.097
H 3.975 -0.468 1.916
H 2.586 1.129 0.966
*
```

Entry 2:
C23H20ClNO5 | the ωB97M-V functional and the def2-TZVPD basis

Output
- HOMO level: -8.44 eV
- LUMO: 0.479 eV
- Maximum force: 0.0159 hartree/bohr
- Energy above the lowest of the compared OMol25 structures with the same formula, charge and spin: 23.3 kJ/mol
- Frontier orbital gap: 8.9 eV

```
! wB97M-V def2-TZVPD RIJCOSX def2/J DEFGRID3
* xyz 0 1
C 2.417 0.238 -0.752
C 1.025 0.368 -1.361
H 0.381 0.937 -0.687
H 1.060 0.895 -2.321
O 0.372 -0.882 -1.494
C 0.710 -1.720 -2.500
C 1.633 -1.414 -3.500
C 1.910 -2.310 -4.516
C 1.271 -3.537 -4.570
C 0.350 -3.851 -3.594
C 0.059 -2.968 -2.555
C -0.959 -3.432 -1.587
O -1.645 -4.408 -1.773
O -1.042 -2.683 -0.473
C -2.040 -3.056 0.466
C -2.789 -1.842 1.015
O -3.933 -1.930 1.393
N -2.024 -0.723 1.066
C -2.391 0.509 1.611
C -3.717 0.901 1.732
C -4.024 2.128 2.299
C -3.030 2.972 2.762
C -1.708 2.585 2.644
C -1.375 1.371 2.062
O -0.085 0.907 1.972
C 0.966 1.792 1.918
C 2.134 1.427 2.578
C 3.253 2.234 2.495
C 3.215 3.407 1.759
C 2.052 3.766 1.099
C 0.927 2.964 1.171
H 0.024 3.242 0.647
H 2.018 4.675 0.518
H 4.088 4.038 1.700
H 4.157 1.947 3.011
H 2.147 0.510 3.147
H -0.926 3.225 3.024
H -3.282 3.916 3.218
Cl -5.678 2.602 2.434
H -4.499 0.241 1.399
H -1.060 -0.809 0.764
H -1.564 -3.575 1.308
H -2.756 -3.741 -0.001
H -0.176 -4.794 -3.607
H 1.488 -4.234 -5.364
H 2.632 -2.039 -5.272
H 2.147 -0.467 -3.500
H 2.843 1.225 -0.597
H 3.077 -0.338 -1.396
H 2.351 -0.266 0.209
*
```

Entry 3:
C6H14S | the ωB97M-V functional and the def2-TZVPD basis

Output
- HOMO level: -7.52 eV
- LUMO: 0.380 eV
- Maximum force: 0.0448 hartree/bohr
- Energy above the lowest of the compared OMol25 structures with the same formula, charge and spin: 474.0 kJ/mol
- Frontier orbital gap: 7.9 eV

```
! wB97M-V def2-TZVPD RIJCOSX def2/J DEFGRID3
* xyz 0 1
C -0.055 0.514 -2.444
C -0.557 -2.186 -2.007
C 1.449 1.189 2.533
C -2.030 -0.242 -0.706
C 0.611 1.047 1.255
C 0.577 -0.380 0.818
S -0.356 -0.675 -1.285
H 0.096 1.476 -1.970
H 0.767 0.242 -3.094
H -0.946 -2.907 -1.301
H 0.347 -2.520 -2.497
H 1.454 2.222 2.874
H 1.041 0.564 3.326
H 2.475 0.879 2.348
H -2.728 -0.483 -1.501
H -2.256 -0.801 0.196
H -2.045 0.824 -0.504
H 1.057 1.671 0.476
H -0.401 1.410 1.448
H 1.551 -0.812 0.624
H -0.051 -1.033 1.410
*
```